Density functional theory data (ωB97M-V/def2-TZVPD) for C27H51HfN6O4PS as an isolated structure.

Structure (ORCA input):
```
! wB97M-V def2-TZVPD RIJCOSX def2/J DEFGRID3
* xyz 4 1
Hf -0.393 0.253 -0.359
C -3.006 0.817 -2.221
C -1.827 1.296 -3.025
N -0.754 1.805 -2.112
C -1.035 3.182 -1.638
C -1.750 3.171 -0.323
C -2.387 4.301 0.145
C -3.011 4.262 1.385
C -2.972 3.085 2.114
C -2.310 1.991 1.589
C -2.184 0.718 2.363
N -1.740 -0.385 1.480
C -2.881 -1.196 0.951
C -3.552 -0.459 -0.180
N -2.537 -0.218 -1.249
N -1.707 2.016 0.382
H -3.776 0.406 -2.876
H -3.466 1.626 -1.653
H -2.123 2.071 -3.735
H -1.394 0.476 -3.600
H 0.087 1.850 -2.683
H -1.614 3.731 -2.384
H -0.083 3.709 -1.527
H -2.409 5.198 -0.460
H -3.526 5.133 1.770
H -3.454 3.010 3.080
H -3.129 0.465 2.849
H -1.439 0.852 3.151
H -1.165 -1.024 2.030
H -3.590 -1.416 1.753
H -2.469 -2.145 0.597
H -3.937 0.508 0.145
H -4.397 -1.028 -0.573
H -2.467 -1.090 -1.774
C 0.626 -6.868 2.306
C 0.000 -5.996 1.278
C -0.920 -6.404 0.336
C -1.429 -5.471 -0.562
N -1.062 -4.166 -0.512
C -0.184 -3.796 0.375
S 0.488 -2.171 0.516
N 0.341 -4.683 1.263
C -2.391 -5.855 -1.627
H 0.497 -7.916 2.048
H 0.145 -6.694 3.273
H 1.691 -6.658 2.412
H -1.227 -7.438 0.296
H 1.053 -4.359 1.909
H -2.566 -6.926 -1.651
H -2.009 -5.535 -2.597
H -3.344 -5.347 -1.465
C 2.609 1.518 -2.298
C 2.143 0.204 -2.858
O 0.907 -0.367 -2.256
C 0.802 -1.728 -2.847
C -0.604 -2.241 -2.964
H 3.566 1.729 -2.780
H 2.808 1.470 -1.231
H 1.963 2.368 -2.532
H 2.918 -0.552 -2.732
H 1.924 0.294 -3.924
H 1.429 -2.385 -2.243
H 1.238 -1.649 -3.843
H -1.078 -2.372 -1.991
H -0.557 -3.248 -3.381
H -1.210 -1.647 -3.648
C 4.436 4.082 -0.271
C 3.154 4.149 0.503
O 2.750 2.767 0.911
P 1.339 2.121 0.781
O 1.647 0.503 0.722
C 2.730 -0.115 1.595
C 4.010 -0.211 0.816
O 0.666 2.217 2.213
C 0.914 3.271 3.231
C 2.056 2.902 4.136
H 4.731 5.096 -0.542
H 4.328 3.506 -1.187
H 5.235 3.655 0.332
H 2.332 4.588 -0.066
H 3.264 4.689 1.441
H 2.341 -1.085 1.876
H 2.792 0.521 2.476
H 3.888 -0.828 -0.074
H 4.751 -0.697 1.453
H 4.401 0.766 0.541
H -0.026 3.334 3.776
H 1.066 4.218 2.713
H 1.835 1.995 4.698
H 2.203 3.707 4.856
H 2.989 2.769 3.589
*
```

Its energy above the lowest of the compared OMol25 structures with the same formula, charge and spin is 0.0 kcal per mole.

natural (NBO) population analysis, charges in e, atoms 1 to 5:
1 Hf 2.13
2 C -0.24
3 C -0.23
4 N -0.72
5 C -0.27



Density functional theory data (ωB97M-V/def2-TZVPD) for a 2-piece molecular cluster, C10H16 overall.

Structure (ORCA input):
```
! wB97M-V def2-TZVPD RIJCOSX def2/J DEFGRID3
* xyz 1 2
C 0.025 2.230 1.279
C -1.001 1.904 2.397
C 0.598 1.021 0.675
C 0.299 -0.164 1.136
C 1.245 1.188 -0.529
C 0.855 -1.366 0.622
C 1.996 0.111 -1.029
C 1.830 -1.086 -0.356
H -0.532 3.016 0.547
H 0.810 2.814 1.786
H -0.782 2.052 3.483
H -0.449 -0.409 1.913
H 1.219 2.046 -1.016
H 0.923 -2.299 1.160
H 2.633 0.019 -1.874
H 2.379 -1.856 -0.772
H -1.330 0.798 2.378
H -1.830 2.434 2.241
C -1.939 -1.357 -2.579
C -2.330 -2.116 -1.304
H -1.122 -0.758 -2.317
H -1.630 -2.192 -3.351
H -2.556 -0.603 -3.056
H -3.403 -2.153 -1.226
H -1.787 -1.925 -0.307
H -2.006 -3.171 -1.460
*
```

Its energy above the lowest of the compared OMol25 structures with the same formula, charge and spin is 67.5 kcal per mole.

natural (NBO) population analysis, charges in e, atoms 1 to 5:
1 C -0.47
2 C -0.60
3 C 0.07
4 C -0.24
5 C 0.07



Density functional theory data (ωB97M-V/def2-TZVPD) for C30H64N4SSb2ScSi4Te as an isolated structure.

Structure (ORCA input):
```
! wB97M-V def2-TZVPD RIJCOSX def2/J DEFGRID3
* xyz 1 1
Sc 0.484 -0.245 0.080
C -3.982 1.577 -0.279
Sb -1.899 1.481 0.322
C -1.164 2.150 -1.616
C -2.245 3.596 1.182
C -1.921 4.628 0.186
C -2.878 5.051 -0.742
C -2.566 5.956 -1.741
C -1.275 6.455 -1.846
C -0.318 6.057 -0.926
C -0.626 5.168 0.100
C 0.383 4.821 1.132
Sb 1.238 2.821 1.066
C 2.784 3.429 -0.306
C 2.146 3.177 2.970
H -4.102 2.398 -0.984
H -4.584 1.792 0.605
H -4.333 0.654 -0.727
H -1.568 3.145 -1.807
H -1.484 1.478 -2.408
H -0.070 2.228 -1.628
H -1.682 3.660 2.111
H -3.307 3.557 1.413
H -3.886 4.661 -0.659
H -3.332 6.265 -2.441
H -1.027 7.166 -2.623
H 0.687 6.460 -0.991
H -0.028 4.932 2.137
H 1.260 5.465 1.054
H 3.366 4.243 0.126
H 2.306 3.782 -1.221
H 3.443 2.596 -0.547
H 2.615 4.161 2.946
H 2.870 2.404 3.182
H 1.363 3.163 3.728
C 5.642 2.365 1.624
C 5.031 1.020 1.387
C 5.771 -0.037 0.865
C 5.084 -1.206 0.612
N 3.802 -1.367 0.934
C 3.195 -0.345 1.532
S 1.605 -0.646 2.208
N 3.740 0.863 1.689
H 6.728 2.306 1.600
H 5.322 2.758 2.588
H 5.318 3.064 0.850
H 6.824 0.059 0.642
H 5.564 -2.056 0.135
C -1.717 -4.521 -3.687
Si -2.923 -4.858 -2.265
C -2.053 -5.644 -0.769
C -4.224 -6.051 -2.941
Si -3.842 -2.768 -1.610
Te -1.966 -1.199 -0.643
Si -4.842 -1.700 -3.491
C -5.352 0.095 -3.185
C -3.639 -1.711 -4.954
C -6.382 -2.715 -3.910
Si -5.269 -3.073 0.266
C -6.589 -4.339 -0.211
C -4.263 -3.702 1.739
C -6.098 -1.439 0.738
H -1.023 -5.344 -3.852
H -1.150 -3.606 -3.503
H -2.275 -4.373 -4.614
H -1.178 -6.234 -1.054
H -2.734 -6.316 -0.243
H -1.748 -4.870 -0.060
H -3.795 -7.039 -3.121
H -4.621 -5.686 -3.891
H -5.064 -6.172 -2.254
H -4.475 0.725 -3.022
H -6.003 0.190 -2.312
H -5.892 0.488 -4.048
H -2.650 -1.366 -4.647
H -3.991 -1.057 -5.754
H -3.532 -2.715 -5.370
H -7.160 -2.576 -3.155
H -6.154 -3.783 -3.956
H -6.803 -2.421 -4.873
H -6.156 -5.334 -0.340
H -7.082 -4.071 -1.149
H -7.360 -4.415 0.558
H -4.016 -4.760 1.627
H -4.819 -3.585 2.671
H -3.330 -3.142 1.828
H -6.658 -1.012 -0.097
H -5.352 -0.707 1.054
H -6.795 -1.586 1.566
C 3.053 -4.090 -0.499
C 2.209 -3.387 -1.556
C 3.025 -2.352 -2.331
C 1.683 -4.445 -2.523
N 1.051 -2.618 -0.951
N 0.468 -3.197 0.226
H 3.976 -4.441 -0.964
H 2.539 -4.965 -0.099
H 3.311 -3.424 0.314
H 3.847 -2.830 -2.864
H 3.433 -1.603 -1.651
H 2.391 -1.854 -3.070
H 2.507 -5.076 -2.855
H 1.244 -3.982 -3.407
H 0.937 -5.079 -2.040
H 0.302 -2.644 -1.636
H 1.132 -3.113 0.985
H 0.268 -4.182 0.083
*
```

Its energy above the lowest of the compared OMol25 structures with the same formula, charge and spin is 62.7 kcal per mole.

Löwdin population analysis, charges in e, atoms 1 to 5:
1 Sc 0.33
2 C -0.32
3 Sb 0.99
4 C -0.32
5 C -0.27



Density functional theory data (ωB97M-V/def2-TZVPD) for a 13-piece molecular cluster, H26O13 overall.

Structure (ORCA input):
```
! wB97M-V def2-TZVPD RIJCOSX def2/J DEFGRID3
* xyz 0 1
O -21.033 11.625 0.801
H -21.189 10.745 0.459
H -21.626 12.186 0.302
O -17.866 9.126 2.685
H -17.548 8.304 3.059
H -18.272 8.871 1.857
O -21.663 9.369 6.201
H -22.417 9.214 5.632
H -20.977 8.801 5.851
O -19.021 8.795 0.432
H -19.892 9.188 0.372
H -19.085 7.990 -0.082
O -21.772 9.395 -0.246
H -21.557 8.644 -0.799
H -22.474 9.081 0.324
O -21.696 6.151 4.878
H -22.210 5.997 5.670
H -22.113 5.606 4.211
O -23.323 8.139 1.894
H -23.399 8.269 2.839
H -24.220 8.210 1.569
O -19.525 11.416 3.085
H -20.248 10.952 2.664
H -19.850 12.308 3.206
O -20.933 5.907 1.156
H -20.517 5.054 1.027
H -21.515 6.007 0.403
O -21.255 9.005 3.276
H -20.876 8.166 3.014
H -22.008 9.119 2.697
O -23.752 9.219 4.807
H -23.929 9.886 4.144
H -24.612 8.850 5.011
O -23.186 5.185 2.961
H -22.562 5.779 2.545
H -23.149 4.388 2.431
O -24.179 10.924 2.662
H -25.133 10.882 2.594
H -23.916 11.535 1.974
*
```

Its energy above the lowest of the compared OMol25 structures with the same formula, charge and spin is 73.9 kcal per mole.

natural (NBO) population analysis, charges in e, atoms 1 to 5:
1 O -0.96
2 H 0.47
3 H 0.46
4 O -0.95
5 H 0.44



The records above give, respectively, DFT total energy values of -2475.333745; -390.202378; -4465.783691; -993.655531 a.u..